This record from OMol25 describes a cluster of 11 separate species, C50H79FN2O22P2 in total in a non-equilibrium geometry. The level of theory is ωB97M-V with the def2-TZVPD basis set.

Geometry as XYZ:
```
156
Properties=species:S:1:pos:R:3:lowdin_spin:R:1
C -1.1563 3.8233 -1.1680 0.000
C -2.0889 2.5442 -1.1470 0.000
N -1.3218 1.2951 -0.9769 0.000
C -0.2537 0.9626 -1.8760 0.000
C 0.1530 -0.3254 -1.5595 0.000
N -0.6973 -0.8138 -0.5208 0.000
C -1.5201 0.1930 -0.1093 0.000
C -0.5401 -2.1632 0.0025 0.000
H -0.5418 3.7113 -2.0614 0.000
H -0.4649 3.6688 -0.3396 0.000
H -1.6213 4.7868 -0.9592 0.000
H -2.5006 2.5373 -2.1563 0.000
H -2.8176 2.6823 -0.3482 0.000
H 0.1792 1.5818 -2.6477 0.000
H 0.9502 -0.9892 -1.8601 0.000
H -2.2555 0.1141 0.6777 0.000
H 0.2186 -2.1312 0.7845 0.000
H -0.1512 -2.8942 -0.7064 0.000
H -1.5259 -2.4103 0.3963 0.000
F -4.8965 -0.2309 1.6077 0.000
C -3.5287 9.2760 3.0728 0.000
C -4.4669 8.2104 2.9686 0.000
C -4.3668 7.3729 1.8722 0.000
C -3.3651 7.5332 0.9545 0.000
C -2.5053 8.6475 0.9915 0.000
C -2.6089 9.5045 2.0607 0.000
O -1.8020 10.5825 2.2327 0.000
O -5.1859 6.3018 1.7780 0.000
H -3.4908 9.8098 4.0109 0.000
H -5.2143 8.1015 3.7405 0.000
H -3.0618 6.7140 0.3194 0.000
H -1.6798 8.8622 0.3290 0.000
H -1.6677 11.0146 3.0794 0.000
H -5.5172 6.1869 0.8844 0.000
C -4.2662 -1.7403 4.5218 0.000
C -4.1531 -1.9433 5.9131 0.000
C -3.5445 -3.1042 6.3796 0.000
C -2.9960 -3.9892 5.4543 0.000
C -3.1875 -3.7932 4.1058 0.000
C -3.7727 -2.6578 3.6442 0.000
O -3.7515 -2.4540 2.3016 0.000
O -3.3727 -3.2906 7.7269 0.000
H -4.7279 -0.8047 4.2428 0.000
H -4.3820 -1.2035 6.6659 0.000
H -2.4907 -4.9013 5.7357 0.000
H -2.7891 -4.3933 3.3011 0.000
H -4.2401 -1.6775 2.0189 0.000
H -2.6901 -3.9445 7.8947 0.000
C -3.2245 -0.0789 -3.5418 0.000
C -4.2061 0.4669 -2.6833 0.000
C -4.8551 -0.3107 -1.6886 0.000
C -4.3624 -1.6045 -1.4444 0.000
C -3.3506 -2.1611 -2.2836 0.000
C -2.7544 -1.3566 -3.2642 0.000
O -1.7145 -1.8610 -4.0059 0.000
O -5.7956 0.2577 -0.8515 0.000
H -2.6519 0.4976 -4.2532 0.000
H -4.4934 1.4939 -2.8538 0.000
H -4.7811 -2.0892 -0.5748 0.000
H -2.8498 -3.1041 -2.1212 0.000
H -1.5194 -1.4001 -4.8251 0.000
H -5.5741 0.0791 0.0653 0.000
C -0.9116 0.9145 4.2732 0.000
C -1.9868 0.8129 3.3058 0.000
C -2.4852 2.0319 2.7734 0.000
C -1.9044 3.2684 3.1319 0.000
C -0.8738 3.3922 3.9988 0.000
C -0.4259 2.1904 4.5943 0.000
O 0.5515 2.2864 5.5341 0.000
O -3.5425 2.0813 1.9192 0.000
H -0.3774 0.0757 4.6942 0.000
H -2.4459 -0.1421 3.0965 0.000
H -2.3145 4.1021 2.5814 0.000
H -0.4552 4.3603 4.2313 0.000
H 0.2263 2.9954 6.0937 0.000
H -4.0091 1.2587 1.7541 0.000
C 4.4943 -5.6772 -2.6717 0.044
C 4.0122 -4.3705 -2.5325 0.075
C 2.5982 -4.3640 -2.3231 0.204
C 1.7877 -5.5068 -2.4127 0.100
C 2.3068 -6.7293 -2.7204 0.050
C 3.6903 -6.8149 -2.7298 0.188
O 4.3572 -8.0399 -2.9002 0.145
O 2.2047 -3.1911 -1.7580 0.184
H 5.5632 -5.7773 -2.7891 -0.001
H 4.6246 -3.4959 -2.6952 0.001
H 0.7345 -5.4068 -2.1953 0.001
H 1.7419 -7.6439 -2.8238 0.000
H 5.2919 -8.0837 -2.6855 0.001
H 2.9904 -2.8431 -1.3298 0.004
C 2.2174 6.0923 -0.1379 0.000
O 2.0071 5.1305 -1.1261 0.000
P 2.8122 3.6790 -1.0031 0.000
O 4.1834 3.6614 -0.3740 0.000
O 1.6851 2.8523 -0.1756 0.000
C 1.5376 2.8997 1.2357 0.000
O 2.7893 2.9612 -2.4954 0.000
C 3.7426 3.5046 -3.4267 0.000
H 3.0930 5.8293 0.4556 0.000
H 1.3736 6.1594 0.5489 0.000
H 2.4471 7.0203 -0.6614 0.000
H 1.6880 1.9228 1.6953 0.000
H 0.5469 3.2381 1.5390 0.000
H 2.3800 3.4618 1.6389 0.000
H 3.2821 3.5482 -4.4137 0.000
H 4.5920 2.8277 -3.5180 0.000
H 3.9927 4.5446 -3.2169 0.000
C 3.0063 -6.5338 1.1459 0.001
O 2.6090 -6.2029 2.4713 0.000
P 1.3773 -5.0775 2.7890 0.000
O 1.5458 -3.8074 1.9911 0.000
O -0.0742 -5.8993 2.6975 0.000
C -0.6984 -6.1624 1.3768 0.000
O 1.4408 -4.8195 4.4083 0.000
C 1.6362 -5.9896 5.2693 0.000
H 2.5229 -5.8388 0.4594 0.000
H 2.6027 -7.5210 0.9205 0.000
H 4.0855 -6.6368 1.0334 0.000
H -0.6645 -5.1277 1.0357 0.000
H -1.7405 -6.4619 1.4884 0.000
H -0.0781 -6.8083 0.7554 0.000
H 1.7649 -6.9195 4.7154 0.000
H 0.8513 -6.1115 6.0157 0.000
H 2.5684 -5.8470 5.8158 0.000
C 4.2568 0.4981 -2.1110 0.000
O 3.3359 -0.2816 -1.5452 0.000
C 3.4080 -0.4941 -0.0952 0.000
C 4.6349 -1.3125 0.3180 0.000
O 4.7073 -2.6901 -0.1382 0.001
C 5.5374 -3.5108 0.6415 0.000
H 4.5752 1.4405 -1.6655 0.000
H 3.8371 0.6237 -3.1091 0.000
H 5.1066 -0.1757 -2.2199 0.000
H 2.4929 -0.8733 0.3596 0.000
H 3.5826 0.4779 0.3663 0.000
H 4.5267 -1.2468 1.4006 0.000
H 5.5589 -0.7610 0.1446 0.000
H 6.5178 -3.0416 0.7240 0.000
H 5.5118 -4.4906 0.1647 0.000
H 5.0960 -3.8833 1.5659 0.000
C 1.4359 -1.3448 -4.6860 0.000
O 0.6458 -0.1633 -4.8649 0.000
C 1.4088 0.9732 -5.3543 0.000
C 0.5801 2.2097 -5.4986 0.000
O -0.3016 1.8284 -6.5344 0.000
C -1.1790 2.7832 -7.2156 0.000
H 1.9097 -1.5744 -5.6404 0.000
H 0.8044 -2.2044 -4.4615 0.000
H 2.1309 -1.4459 -3.8524 0.000
H 1.8170 0.6708 -6.3187 0.000
H 2.3100 1.1670 -4.7727 0.000
H 1.1935 2.9666 -5.9874 0.000
H 0.0209 2.6262 -4.6608 0.000
H -1.6319 2.3019 -8.0823 0.000
H -0.6292 3.6236 -7.6395 0.000
H -1.9595 3.0595 -6.5067 0.000
```

Its total charge is +1. Its spin multiplicity is 2. For the strongest force on any atom, the calculation gives 6.00 eV Å⁻¹. The HOMO-LUMO gap (alpha / beta) comes out at 4.8 / 1.2 eV. As for the calculated total energy: -122441.2669 eV.